Molecular formula: C6H12NP
Method: DFT, wB97M-V/def2-TZVPD

```
20
Properties=species:S:1:pos:R:3
C -3.80 0.63 0.50
C -3.95 1.17 -0.59
C 0.07 2.43 0.31
C 1.15 -2.24 0.34
C 0.46 1.16 -0.38
C 0.28 -1.21 -0.60
N 0.03 -0.05 0.24
P -0.81 -0.18 1.56
H -3.94 0.36 1.49
H -3.92 1.54 -1.51
H -0.94 2.89 0.16
H 0.07 2.16 1.36
H 0.77 3.25 0.20
H 2.14 -1.83 0.65
H 0.49 -2.36 1.26
H 1.21 -3.23 -0.14
H 0.00 1.19 -1.41
H 1.59 0.97 -0.51
H 0.80 -0.81 -1.41
H -0.66 -1.72 -0.87
```

The LUMO energy comes out at 0.0683 eV. The energy relative to the best compared isomer or geometry (same formula, charge and spin) is 78.37 kcal/mol. The HOMO-LUMO gap comes out at 6.7 eV. Its total charge is 0.

Results of the Löwdin charge analysis, in e, for atoms 1 through 8: number 1, C, carries -0.0383; number 2, C, carries 0.0338; number 3, C, carries -0.1606; number 4, C, carries -0.1055; number 5, C, carries -0.3365; number 6, C, carries -0.2699; number 7, N, carries -0.6203; number 8, P, carries 0.8245

Molecular formula: C6H12O
Method: DFT, wB97M-V/def2-TZVPD

```
19
Properties=species:S:1:pos:R:3
C -0.75 -1.66 0.57
C 0.73 -1.25 0.40
C -1.21 1.15 0.51
C -1.10 0.87 -0.82
C -0.31 -0.03 -1.53
C 0.15 -1.35 -0.97
H -1.00 -1.41 1.69
H -1.81 -1.37 0.08
H -0.68 -2.77 0.66
H 1.32 -0.37 0.65
H 1.33 -2.13 0.79
H -2.13 1.71 0.72
H -0.74 0.44 1.17
H -1.43 1.65 -1.54
H 0.00 0.25 -2.48
H 0.38 -2.25 -1.54
H 1.16 1.92 0.58
H 2.79 1.65 0.80
O 1.97 2.04 1.19
```

The LUMO energy (alpha / beta) comes out at 4.0475 / 3.9798 eV. As for the spin multiplicity: 2. The energy relative to the best compared isomer or geometry (same formula, charge and spin) is 113.61 kcal/mol. The HOMO-LUMO gap (alpha / beta) comes out at 4.5 / 5.5 eV. Its total charge is -1.

Results of the Löwdin charge analysis, in e, for atoms 1 through 8: number 1, C, carries -0.2965; number 2, C, carries -0.2288; number 3, C, carries -0.1515; number 4, C, carries -0.3563; number 5, C, carries -0.2132; number 6, C, carries -0.2664; number 7, H, carries 0.0591; number 8, H, carries 0.1327

Molecular formula: C6H12O
Method: DFT, wB97M-V/def2-TZVPD

```
19
Properties=species:S:1:pos:R:3
C -2.87 -0.03 0.18
C -1.44 0.45 0.25
O -0.58 -0.67 0.39
C 0.66 -0.32 0.92
C 1.83 -1.16 0.55
C 1.73 0.26 0.04
C 1.47 0.48 -1.44
H -3.14 -0.56 1.10
H -3.02 -0.71 -0.66
H -3.55 0.82 0.07
H -1.30 1.13 1.10
H -1.17 1.01 -0.66
H 0.60 0.06 1.95
H 1.64 -1.95 -0.17
H 2.56 -1.40 1.32
H 2.38 0.99 0.51
H 1.07 1.48 -1.62
H 2.39 0.38 -2.02
H 0.75 -0.24 -1.81
```

The LUMO energy comes out at 1.1513 eV. Its SMILES is CCO[C@H]1C[C@H]1C. The energy relative to the best compared isomer or geometry (same formula, charge and spin) is 33.26 kcal/mol. The HOMO-LUMO gap comes out at 10.4 eV. Its total charge is 0.

Results of the Löwdin charge analysis, in e, for atoms 1 through 8: number 1, C, carries -0.0743; number 2, C, carries -0.2744; number 3, O, carries -0.1087; number 4, C, carries -0.3317; number 5, C, carries -0.0558; number 6, C, carries -0.2736; number 7, C, carries -0.0744; number 8, H, carries 0.0776

Molecular formula: C6H12O
Method: DFT, wB97M-V/def2-TZVPD

```
19
Properties=species:S:1:pos:R:3
C 0.06 -2.01 0.13
C 0.00 -0.55 0.55
C -1.14 -0.32 1.55
C -0.13 0.35 -0.69
C 0.21 1.81 -0.48
C 1.02 0.15 -1.71
O 1.54 1.85 -1.08
H 0.84 -2.14 -0.63
H 0.28 -2.67 0.98
H -0.89 -2.33 -0.31
H 0.95 -0.29 1.04
H -1.00 -0.94 2.44
H -2.10 -0.60 1.10
H -1.22 0.72 1.88
H -1.13 0.21 -1.12
H -0.39 2.49 -1.09
H 0.24 2.19 0.55
H 0.66 0.56 -2.67
H 2.19 1.52 -0.45
```

The LUMO energy comes out at 0.6764 eV. The energy relative to the best compared isomer or geometry (same formula, charge and spin) is 101.81 kcal/mol. The HOMO-LUMO gap comes out at 8.6 eV. Its total charge is 0.

Results of the Löwdin charge analysis, in e, for atoms 1 through 8: number 1, C, carries -0.0888; number 2, C, carries -0.4362; number 3, C, carries -0.0808; number 4, C, carries -0.3819; number 5, C, carries -0.1633; number 6, C, carries 0.1083; number 7, O, carries -0.0880; number 8, H, carries 0.0614

Molecular formula: C6H12O
Method: DFT, wB97M-V/def2-TZVPD

```
19
Properties=species:S:1:pos:R:3
C 2.11 0.60 -0.08
C 1.37 0.51 -1.18
C 0.43 -0.61 -1.50
C -0.98 -0.12 -1.86
H 2.80 1.43 0.09
H 2.05 -0.17 0.70
H 1.45 1.30 -1.93
H 0.39 -1.30 -0.65
H 0.83 -1.18 -2.35
H -1.62 -0.96 -2.17
H -1.45 0.37 -1.00
H -0.94 0.60 -2.68
C -1.08 0.54 1.91
C -0.70 -0.86 2.30
O 0.30 -1.43 1.95
H -0.35 0.96 1.21
H -2.08 0.54 1.46
H -1.14 1.17 2.81
H -1.42 -1.37 2.98
```

The LUMO energy comes out at 1.0442 eV. Its SMILES is C=CCC.CC=O. The energy relative to the best compared isomer or geometry (same formula, charge and spin) is 30.85 kcal/mol. The HOMO-LUMO gap comes out at 10.5 eV. Its total charge is 0.

Results of the Löwdin charge analysis, in e, for atoms 1 through 8: number 1, C, carries -0.0108; number 2, C, carries -0.2051; number 3, C, carries -0.2690; number 4, C, carries -0.1115; number 5, H, carries 0.0518; number 6, H, carries 0.0464; number 7, H, carries 0.0983; number 8, H, carries 0.0915

Molecular formula: C6H12O
Method: DFT, wB97M-V/def2-TZVPD

```
19
Properties=species:S:1:pos:R:3
C -0.74 -0.56 2.70
C -1.20 0.08 0.39
O -0.19 0.37 1.75
C -0.28 -0.72 -0.45
C -0.47 -0.54 -1.93
C 0.85 -0.16 -1.33
C 1.27 1.30 -1.26
H -0.86 -1.55 2.25
H -1.74 -0.18 2.93
H -0.10 -0.58 3.58
H -1.22 1.12 0.03
H 0.72 0.14 1.50
H -0.12 -1.76 -0.14
H -1.15 0.27 -2.22
H -0.54 -1.42 -2.55
H 1.66 -0.85 -1.54
H 0.43 1.93 -0.93
H 1.59 1.66 -2.24
H 2.09 1.45 -0.55
```

The LUMO energy comes out at 0.7111 eV. The energy relative to the best compared isomer or geometry (same formula, charge and spin) is 118.32 kcal/mol. The HOMO-LUMO gap comes out at 7.8 eV. Its total charge is 0.

Results of the Löwdin charge analysis, in e, for atoms 1 through 8: number 1, C, carries -0.0832; number 2, C, carries -0.0341; number 3, O, carries -0.1474; number 4, C, carries -0.3622; number 5, C, carries -0.0974; number 6, C, carries -0.3076; number 7, C, carries -0.0817; number 8, H, carries 0.0867

Molecular formula: C6H12O
Method: DFT, wB97M-V/def2-TZVPD

```
19
Properties=species:S:1:pos:R:3
C 2.09 1.00 -0.38
C 1.19 0.06 -0.69
C 0.59 -0.90 0.30
C -0.74 -1.61 -0.10
C -2.07 -1.15 0.53
H 2.59 1.60 -1.14
H 2.25 1.27 0.66
H 1.01 -0.21 -1.72
H 0.56 -0.47 1.31
H 1.35 -1.68 0.34
H -0.59 -2.68 0.14
H -0.81 -1.55 -1.20
H -2.10 -1.27 1.62
H -2.35 -0.12 0.28
H -2.85 -1.82 0.13
C -0.05 2.39 -0.02
O -0.63 1.78 0.84
H 0.79 3.09 0.20
H -0.23 2.27 -1.11
```

The LUMO energy comes out at 1.0004 eV. Its SMILES is C=CCCC.C=O. The energy relative to the best compared isomer or geometry (same formula, charge and spin) is 52.28 kcal/mol. The HOMO-LUMO gap comes out at 10.6 eV. Its total charge is 0.

Results of the Löwdin charge analysis, in e, for atoms 1 through 8: number 1, C, carries -0.0520; number 2, C, carries -0.2101; number 3, C, carries -0.2107; number 4, C, carries -0.2448; number 5, C, carries -0.1161; number 6, H, carries 0.0713; number 7, H, carries 0.0780; number 8, H, carries 0.1085

Molecular formula: C6H12O
Method: DFT, wB97M-V/def2-TZVPD

```
19
Properties=species:S:1:pos:R:3
C 0.46 0.01 1.96
C -0.37 -0.03 0.67
C -1.63 -0.88 0.84
C 0.62 -0.64 -0.28
C 0.03 -0.01 -2.15
C 1.20 0.36 -1.19
O 1.15 1.75 -0.91
H 1.35 0.65 1.85
H -0.15 0.43 2.77
H 0.79 -0.99 2.25
H -0.66 1.00 0.42
H -2.26 -0.50 1.66
H -1.37 -1.93 1.04
H -2.24 -0.86 -0.07
H -0.53 -0.88 -1.74
H 0.38 -0.34 -3.13
H -0.65 0.84 -2.20
H 2.17 0.10 -1.63
H 1.75 1.91 -0.17
```

The LUMO energy comes out at 0.8236 eV. The energy relative to the best compared isomer or geometry (same formula, charge and spin) is 89.75 kcal/mol. The HOMO-LUMO gap comes out at 9.1 eV. Its total charge is 0.

Results of the Löwdin charge analysis, in e, for atoms 1 through 8: number 1, C, carries -0.0686; number 2, C, carries -0.4908; number 3, C, carries -0.0831; number 4, C, carries 0.0433; number 5, C, carries -0.0278; number 6, C, carries -0.4427; number 7, O, carries -0.0481; number 8, H, carries 0.0747

Molecular formula: C6H12O
Method: DFT, wB97M-V/def2-TZVPD

```
19
Properties=species:S:1:pos:R:3
C 2.98 0.29 0.70
C 1.89 0.59 -0.31
O 0.57 0.62 0.29
C 0.19 -0.53 0.80
C -1.29 -0.42 1.08
C -1.90 -0.90 -0.26
C -2.16 0.24 -1.23
H 2.78 -0.69 1.16
H 3.01 1.05 1.48
H 3.95 0.26 0.20
H 1.87 -0.15 -1.11
H 2.01 1.58 -0.76
H -1.19 -1.61 -0.72
H -1.64 0.60 1.30
H -1.57 -1.09 1.89
H -2.81 -1.47 -0.08
H -2.40 -0.13 -2.24
H -3.00 0.86 -0.89
H -1.29 0.90 -1.31
```

The LUMO energy comes out at 1.0584 eV. The energy relative to the best compared isomer or geometry (same formula, charge and spin) is 67.64 kcal/mol. The HOMO-LUMO gap comes out at 9.3 eV. Its total charge is 0.

Results of the Löwdin charge analysis, in e, for atoms 1 through 8: number 1, C, carries -0.0908; number 2, C, carries -0.2349; number 3, O, carries -0.1152; number 4, C, carries -0.0465; number 5, C, carries -0.2182; number 6, C, carries -0.2624; number 7, C, carries -0.1122; number 8, H, carries 0.0634

Molecular formula: C6H12O
Method: DFT, wB97M-V/def2-TZVPD

```
19
Properties=species:S:1:pos:R:3
C -0.81 -0.18 -2.59
C -1.41 -0.23 -1.34
C -0.75 -1.24 -0.48
C -0.50 -0.69 0.96
C -0.07 0.75 1.32
C 1.30 1.15 0.85
O 2.20 0.08 1.14
H 0.18 -0.72 -2.78
H -1.01 0.81 -2.93
H -1.97 0.55 -0.82
H -1.33 -2.22 -0.34
H 0.31 -1.30 -0.82
H -1.48 -0.96 1.38
H 0.32 -1.32 1.44
H -0.88 1.32 1.05
H 0.06 0.81 2.41
H 1.25 1.25 -0.20
H 1.61 2.13 1.23
H 2.98 -0.01 0.51
```

The LUMO energy comes out at 0.8132 eV. Its SMILES is C=CCCCCO. The energy relative to the best compared isomer or geometry (same formula, charge and spin) is 74.71 kcal/mol. The HOMO-LUMO gap comes out at 10.2 eV. Its total charge is 0.

Results of the Löwdin charge analysis, in e, for atoms 1 through 8: number 1, C, carries -0.0039; number 2, C, carries -0.1753; number 3, C, carries -0.2526; number 4, C, carries -0.2126; number 5, C, carries -0.1847; number 6, C, carries -0.2659; number 7, O, carries -0.0948; number 8, H, carries 0.0875

Molecular formula: C6H12O
Method: DFT, wB97M-V/def2-TZVPD

```
19
Properties=species:S:1:pos:R:3
C -2.60 0.32 -0.59
C -1.51 1.37 -0.36
C -0.03 1.00 -0.56
C 0.30 -0.33 0.08
C 1.33 -1.22 -0.11
C 2.48 -1.45 0.84
O 2.50 -0.56 1.95
H -2.27 -0.39 -1.36
H -2.84 -0.28 0.28
H -3.53 0.69 -1.01
H -1.75 1.75 0.64
H -1.64 2.31 -0.90
H 0.24 0.98 -1.62
H 0.50 1.76 0.02
H -0.59 -0.66 0.64
H 1.49 -1.72 -1.08
H 2.41 -2.46 1.27
H 3.41 -1.36 0.28
H 2.12 0.25 1.60
```

The LUMO energy comes out at 0.0395 eV. Its SMILES is CCC/C=C/CO. The energy relative to the best compared isomer or geometry (same formula, charge and spin) is 99.10 kcal/mol. The HOMO-LUMO gap comes out at 7.6 eV. Its total charge is 0.

Results of the Löwdin charge analysis, in e, for atoms 1 through 8: number 1, C, carries -0.1221; number 2, C, carries -0.2847; number 3, C, carries -0.2065; number 4, C, carries -0.1340; number 5, C, carries -0.0640; number 6, C, carries -0.2697; number 7, O, carries -0.0720; number 8, H, carries 0.0751

Molecular formula: C6H12O
Method: DFT, wB97M-V/def2-TZVPD

```
19
Properties=species:S:1:pos:R:3
C -1.19 2.32 1.19
C -0.52 1.17 1.17
C -0.90 0.02 0.37
C -0.14 -1.00 -0.02
C 1.28 -1.11 0.47
C -0.71 -2.04 -0.94
H -2.14 2.48 0.68
H -0.81 3.16 1.74
H 0.44 1.18 1.70
H -1.90 0.07 -0.06
H 1.79 -0.16 0.55
H 1.40 -1.66 1.40
H 1.86 -1.65 -0.28
H -0.23 -2.03 -1.92
H -0.49 -3.04 -0.55
H -1.78 -1.93 -1.07
O 1.21 1.39 -1.84
H 1.05 0.75 -1.13
H 1.78 2.08 -1.47
```

The LUMO energy comes out at 0.8982 eV. Its SMILES is C=CC=C(C)C.O. The energy relative to the best compared isomer or geometry (same formula, charge and spin) is 31.27 kcal/mol. The HOMO-LUMO gap comes out at 9.5 eV. Its total charge is 0.

Results of the Löwdin charge analysis, in e, for atoms 1 through 8: number 1, C, carries 0.0092; number 2, C, carries -0.1889; number 3, C, carries -0.1144; number 4, C, carries -0.3611; number 5, C, carries -0.0644; number 6, C, carries -0.0595; number 7, H, carries 0.0600; number 8, H, carries 0.0512